# 1
{
  "formula": "C3H9N",
  "method": "the ωB97M-V functional and the def2-TZVPD basis",
  "symbols": ["N", "H", "H", "H", "C", "C", "C", "H", "H", "H", "H", "H", "H"],
  "positions_angstrom": [[1.223, -1.826, 2.545], [0.990, -1.458, 1.553], [1.818, -1.010, 2.969], [0.287, -1.843, 2.994], [-1.378, -0.002, -1.149], [-0.331, 0.928, -0.656], [0.635, 1.479, -1.377], [-0.945, -0.972, -1.397], [-2.014, 0.383, -2.034], [-2.138, -0.167, -0.397], [-0.160, 0.873, 0.374], [1.551, 1.874, -1.018], [0.462, 1.741, -2.407]],
  "nbo_charge": [-1.07, 0.36, 0.36, 0.36, -0.65, -0.18, -0.38, 0.23, 0.22, 0.21, 0.18, 0.19, 0.18],
  "total_charge": 0,
  "orbital_gap_ha": 0.38763,
  "relative_energy_kcal_mol": 33.2,
  "e_tot_ev": -4745.6700,
  "smiles": "C=CC.N"
}

# 2
{
  "formula": "C43H69As3GeN3OPRb",
  "method": "the ωB97M-V functional and the def2-TZVPD basis",
  "symbols": ["Rb", "C", "C", "C", "C", "C", "C", "C", "H", "H", "H", "H", "H", "H", "H", "H", "C", "As", "C", "C", "C", "C", "C", "As", "C", "C", "C", "As", "C", "C", "H", "H", "H", "H", "H", "H", "H", "H", "H", "H", "H", "H", "H", "H", "H", "H", "H", "H", "H", "H", "H", "H", "H", "H", "H", "H", "H", "C", "Ge", "C", "C", "C", "C", "C", "C", "C", "C", "C", "C", "C", "C", "C", "C", "C", "C", "C", "C", "H", "H", "H", "H", "H", "H", "H", "H", "H", "H", "H", "H", "H", "H", "H", "H", "C", "N", "C", "P", "O", "N", "C", "C", "N", "C", "C", "H", "H", "H", "H", "H", "H", "H", "H", "H", "H", "H", "H", "H", "H", "H", "H", "H", "H"],
  "positions_angstrom": [[-0.436, -0.124, -0.162], [2.299, 0.130, -3.984], [1.169, -0.735, -3.521], [1.384, -1.826, -2.685], [0.325, -2.627, -2.266], [-0.974, -2.347, -2.676], [-1.199, -1.254, -3.499], [-0.137, -0.455, -3.913], [2.303, 1.083, -3.450], [2.217, 0.337, -5.051], [3.261, -0.344, -3.801], [2.393, -2.044, -2.353], [0.505, -3.470, -1.610], [-1.797, -2.970, -2.354], [-2.208, -1.028, -3.824], [-0.319, 0.398, -4.559], [4.273, 1.913, -1.577], [2.886, 1.154, -0.392], [4.061, 0.047, 0.713], [2.401, 2.762, 0.647], [3.143, 3.292, 1.908], [2.339, 4.548, 2.291], [3.039, 2.292, 3.042], [0.696, 0.057, 2.762], [-0.454, 1.602, 3.199], [1.410, -0.305, 4.557], [4.554, 3.732, 1.453], [5.969, 4.390, 2.664], [5.050, 5.240, 4.179], [6.440, 2.727, 3.595], [5.101, 2.343, -1.015], [3.828, 2.694, -2.198], [4.657, 1.131, -2.236], [4.907, 0.614, 1.097], [4.417, -0.776, 0.088], [3.480, -0.338, 1.547], [1.372, 2.572, 0.969], [2.361, 3.537, -0.139], [1.310, 4.252, 2.491], [2.345, 5.301, 1.496], [2.722, 5.006, 3.200], [3.189, 2.809, 4.003], [3.818, 1.524, 2.974], [0.082, 2.201, 3.935], [-1.411, 1.252, 3.579], [-0.608, 2.216, 2.309], [1.656, 0.645, 5.024], [2.328, -0.888, 4.467], [0.652, -0.862, 5.108], [4.503, 4.484, 0.651], [5.061, 2.868, 1.015], [4.551, 6.151, 3.853], [5.818, 5.509, 4.907], [4.331, 4.562, 4.631], [6.824, 2.011, 2.868], [5.568, 2.302, 4.086], [7.231, 2.951, 4.312], [-0.702, -1.342, 2.876], [-2.395, -1.653, 2.197], [-3.338, -2.981, 3.342], [-2.596, -3.734, 4.245], [-3.197, -4.705, 5.034], [-4.564, -4.925, 4.943], [-5.319, -4.170, 4.059], [-4.704, -3.214, 3.266], [-2.676, -2.733, 0.503], [-1.726, -3.738, 0.314], [-1.918, -4.773, -0.586], [-3.072, -4.817, -1.353], [-4.022, -3.819, -1.203], [-3.825, -2.799, -0.281], [-3.715, -0.181, 2.187], [-4.377, 0.308, 1.068], [-5.409, 1.230, 1.179], [-5.789, 1.703, 2.425], [-5.119, 1.254, 3.554], [-4.104, 0.320, 3.431], [-0.147, -2.297, 2.798], [-1.538, -3.526, 4.350], [-2.600, -5.281, 5.731], [-5.039, -5.676, 5.562], [-6.389, -4.326, 3.986], [-5.311, -2.633, 2.577], [-0.820, -3.718, 0.911], [-1.168, -5.548, -0.688], [-3.232, -5.624, -2.058], [-4.930, -3.841, -1.794], [-4.610, -2.062, -0.157], [-4.073, -0.016, 0.079], [-5.918, 1.581, 0.288], [-6.597, 2.418, 2.518], [-5.398, 1.621, 4.534], [-3.601, -0.037, 4.322], [-2.473, 5.620, 0.383], [-2.612, 4.186, 0.501], [-3.054, 3.739, 1.810], [-2.545, 3.122, -0.755], [-2.027, 1.813, -0.294], [-1.574, 3.818, -1.907], [-2.010, 4.459, -3.119], [-0.163, 3.952, -1.628], [-4.044, 2.971, -1.447], [-5.090, 3.960, -1.342], [-4.364, 1.828, -2.265], [-1.766, 5.985, 1.134], [-3.428, 6.137, 0.548], [-2.096, 5.891, -0.599], [-2.358, 4.105, 2.569], [-3.059, 2.653, 1.849], [-4.059, 4.113, 2.031], [-3.073, 4.302, -3.274], [-1.475, 4.050, -3.982], [-1.818, 5.540, -3.093], [0.076, 3.506, -0.665], [0.134, 5.007, -1.599], [0.435, 3.444, -2.395], [-4.764, 4.795, -0.724], [-5.989, 3.532, -0.886], [-5.367, 4.354, -2.331], [-3.543, 1.115, -2.237], [-4.546, 2.124, -3.306], [-5.262, 1.327, -1.891]],
  "mulliken_charge": [0.57, -1.52, 0.99, -0.34, -0.59, 0.08, -0.53, -0.38, 0.07, 0.50, 0.35, 0.21, 0.26, 0.28, 0.38, 0.38, -1.51, 0.81, -0.95, -0.57, 3.36, -1.78, -1.45, 0.60, -0.48, -1.33, -1.51, 0.30, -1.14, -1.00, 0.50, 0.37, 0.37, 0.21, 0.43, 0.05, -1.32, 0.63, 0.20, 0.39, 0.33, 0.31, 0.02, 0.57, 0.44, -0.56, 0.30, 0.33, 0.39, 0.48, -0.20, 0.29, 0.40, 0.28, 0.29, 0.19, 0.43, -0.45, -0.41, -0.21, -0.41, -0.62, -0.42, -0.73, -0.03, 1.45, -0.78, -0.58, -0.59, -0.90, -0.64, 0.73, 0.19, -0.59, -0.79, -0.85, -0.81, -0.14, 0.34, 0.39, 0.35, 0.38, 0.25, 0.19, 0.40, 0.33, 0.43, 0.30, 0.23, 0.37, 0.42, 0.40, 0.39, -1.23, 1.05, -0.98, -1.77, 1.79, 1.16, -1.10, -0.94, 0.94, -1.04, -1.28, 0.29, 0.34, 0.26, 0.43, -0.19, 0.33, 0.27, 0.28, 0.29, -0.11, 0.32, 0.37, 0.21, 0.25, 0.38, 0.31, 0.35, 0.31],
  "total_charge": -1,
  "orbital_gap_ha": 0.12831,
  "relative_energy_kcal_mol": 28.6,
  "e_tot_ev": -301203.0246
}

# 3
{
  "formula": "C18H28ClIN3OP2Tl",
  "method": "the ωB97M-V functional and the def2-TZVPD basis",
  "symbols": ["C", "C", "H", "H", "H", "O", "I", "Tl", "P", "C", "C", "H", "H", "H", "H", "H", "H", "C", "H", "H", "H", "P", "C", "C", "H", "H", "H", "C", "H", "H", "H", "H", "H", "H", "Cl", "N", "C", "C", "C", "C", "C", "C", "C", "N", "C", "C", "N", "C", "H", "H", "H", "H", "H", "H", "H"],
  "positions_angstrom": [[0.008, 1.134, -2.922], [0.008, 1.501, -1.444], [0.013, 2.054, -3.513], [-0.865, 0.521, -3.161], [0.872, 0.510, -3.160], [0.012, 2.677, -1.121], [-0.009, -1.948, 2.130], [0.000, 0.000, 0.000], [2.366, -0.159, 0.026], [3.134, 0.883, 1.313], [3.005, -1.832, 0.351], [4.044, -1.903, 0.014], [4.297, 0.262, -1.401], [2.381, -2.560, -0.170], [2.883, -0.284, -2.336], [2.739, 0.571, 2.285], [2.937, -2.021, 1.425], [3.212, 0.355, -1.513], [4.222, 0.770, 1.298], [2.955, 1.391, -1.746], [2.875, 1.931, 1.143], [-2.368, -0.132, 0.028], [-3.122, 0.922, 1.314], [-3.209, 0.388, -1.511], [-2.413, -2.532, -0.164], [-4.068, -1.855, 0.023], [-2.958, -1.985, 1.432], [-3.026, -1.796, 0.358], [-2.885, -0.255, -2.333], [-4.295, 0.305, -1.400], [-4.212, 0.824, 1.300], [-2.850, 1.967, 1.142], [-2.943, 1.422, -1.746], [-2.731, 0.606, 2.286], [-0.013, -1.729, -1.675], [-2.133, 2.898, 10.812], [-1.856, 2.920, 9.685], [-1.509, 2.912, 8.291], [-2.490, 2.868, 7.279], [-2.129, 2.748, 5.920], [-0.773, 2.649, 5.565], [0.196, 2.735, 6.610], [-0.164, 2.858, 7.940], [-0.353, 2.174, 4.253], [0.568, 1.235, 4.315], [0.693, 0.684, 3.144], [-0.074, 1.228, 2.165], [-0.746, 2.196, 2.917], [-3.538, 2.872, 7.560], [-2.900, 2.626, 5.174], [1.255, 2.636, 6.404], [0.606, 2.859, 8.706], [1.070, 0.847, 5.196], [1.315, -0.168, 3.180], [-1.548, 2.817, 2.563]],
  "mulliken_charge": [-1.10, 0.37, 0.43, 0.22, 0.22, -0.34, 0.12, 1.93, 0.51, -1.20, -1.27, 0.47, 0.52, 0.35, 0.32, 0.35, 0.43, -1.23, 0.48, 0.38, 0.39, 0.49, -1.33, -1.30, 0.37, 0.47, 0.45, -1.34, 0.33, 0.52, 0.57, 0.25, 0.38, 0.37, -0.38, -0.39, -0.14, 0.48, -0.76, -0.40, 0.53, -0.19, -0.88, 0.27, -0.57, -1.64, 0.18, -0.82, 0.44, 0.38, 0.54, 0.44, 0.57, 1.08, 0.65],
  "total_charge": 2,
  "orbital_gap_ha": [0.17729, 0.16174],
  "e_tot_ev": -69513.3391
}

# 4
{
  "formula": "C5H8O",
  "method": "the ωB97M-V functional and the def2-TZVPD basis",
  "symbols": ["C", "O", "C", "C", "C", "C", "H", "H", "H", "H", "H", "H", "H", "H"],
  "positions_angstrom": [[1.767, -0.346, 0.406], [1.661, 1.048, 0.649], [0.517, 0.373, 0.212], [-0.720, -0.119, 0.949], [-1.393, -0.227, -0.440], [-0.229, 0.560, -1.095], [1.956, -0.948, 1.295], [2.304, -0.640, -0.479], [-1.137, 0.645, 1.591], [-0.641, -1.056, 1.512], [-2.375, 0.238, -0.505], [-1.462, -1.255, -0.801], [-0.492, 1.596, -1.312], [0.243, 0.130, -1.982]],
  "nbo_charge": [-0.10, -0.47, 0.21, -0.42, -0.39, -0.42, 0.18, 0.17, 0.21, 0.21, 0.21, 0.21, 0.22, 0.21],
  "total_charge": 0,
  "orbital_gap_ha": 0.41077,
  "relative_energy_kcal_mol": 50.5,
  "e_tot_ev": -7360.0655,
  "smiles": "C1CC2(C1)CO2"
}

# 5
{
  "formula": "C4H9N2",
  "method": "the ωB97M-V functional and the def2-TZVPD basis",
  "symbols": ["C", "C", "C", "C", "N", "N", "H", "H", "H", "H", "H", "H", "H", "H", "H"],
  "positions_angstrom": [[2.557, -0.506, 0.330], [2.362, 0.587, -0.186], [-1.295, -0.632, 0.396], [-0.299, 0.840, -0.810], [-0.109, -0.686, -0.436], [-1.354, 0.880, 0.360], [3.014, -1.147, 0.985], [0.891, -0.764, -0.005], [1.947, 1.246, -0.908], [-2.298, -0.942, -0.002], [-1.316, -1.209, 1.335], [-0.895, 1.081, -1.693], [-0.047, -1.202, -1.313], [-2.204, 1.409, 0.304], [-0.806, 1.251, 1.192]],
  "nbo_charge": [-0.38, -0.10, -0.05, -0.27, -0.62, -0.56, 0.26, 0.45, 0.27, 0.25, 0.24, 0.19, 0.45, 0.44, 0.43],
  "total_charge": 1,
  "orbital_gap_ha": 0.33699,
  "relative_energy_kcal_mol": 167.2,
  "e_tot_ev": -7260.8900
}

# 6
{
  "formula": "C5H2O4",
  "method": "the ωB97M-V functional and the def2-TZVPD basis",
  "symbols": ["C", "C", "C", "C", "C", "H", "H", "O", "O", "O", "O"],
  "positions_angstrom": [[0.511, 0.426, -2.277], [0.027, 0.134, -0.932], [-1.240, 0.161, -0.436], [-1.196, -0.038, 0.982], [0.347, -0.231, 1.232], [-0.289, 0.843, -2.894], [-2.156, 0.234, -1.025], [1.587, 0.191, -2.745], [-1.894, -0.066, 1.966], [0.808, -0.469, 2.317], [0.968, -0.131, 0.025]],
  "nbo_charge": [0.37, 0.28, -0.35, 0.41, 0.68, 0.13, 0.25, -0.43, -0.43, -0.46, -0.46],
  "total_charge": 0,
  "orbital_gap_ha": 0.30153,
  "relative_energy_kcal_mol": 0.0,
  "e_tot_ev": -13405.3523,
  "smiles": "O=CC1=CC(=O)C(=O)O1"
}